Record 1
Molecular formula: C45H44AsN4PRu
Method: DFT, the ωB97M-V functional and the def2-TZVPD basis

Each line ends with the Löwdin spin population.
Atoms and positions in Å:
Ru1 -0.2368 1.6737 1.3308  3.113
C1 -1.5736 3.7631 3.5600  0.004
N1 -0.3933 3.8047 2.7000  0.056
C2 0.8543 3.8409 3.4732  0.008
C3 1.6583 2.5577 3.4744  0.033
C4 2.9768 2.5886 3.8969  -0.001
C5 3.7071 1.4095 3.9809  0.028
C6 3.0523 0.2148 3.6834  0.000
C7 1.7387 0.2622 3.2855  0.032
N2 1.0473 1.4068 3.1233  0.052
C8 -0.4626 4.9175 1.7589  0.005
C9 0.4167 4.7200 0.5500  0.016
C10 0.7621 5.8108 -0.2336  0.001
C11 1.4504 5.6120 -1.4232  0.010
C12 1.7738 4.3081 -1.7787  0.001
C13 1.4401 3.2822 -0.9217  0.021
N3 0.7710 3.4642 0.2278  0.083
C14 -1.8564 2.3853 4.0990  0.008
C15 -2.2978 2.1909 5.4009  0.003
C16 -2.6438 0.9130 5.8107  0.000
C17 -2.5338 -0.1321 4.9044  0.002
C18 -2.0885 0.1525 3.6257  0.012
N4 -1.7634 1.3778 3.2303  0.087
H1 -2.4482 4.0329 2.9581  0.001
H2 -1.4947 4.4825 4.3893  0.001
H3 0.6369 4.0870 4.5226  0.001
H4 1.5040 4.6323 3.0852  0.001
H5 3.4232 3.5283 4.1818  0.000
H6 4.7358 1.4172 4.3004  0.002
H7 3.5620 -0.7302 3.7780  0.000
H8 1.1755 -0.6443 3.0871  0.004
H9 -0.2212 5.8779 2.2437  0.001
H10 -1.4904 4.9898 1.3836  0.001
H11 0.4890 6.8069 0.0812  0.000
H12 1.7287 6.4453 -2.0483  0.001
H13 2.2928 4.0919 -2.6968  0.000
H14 1.7147 2.2633 -1.1508  0.002
H15 -2.3894 3.0287 6.0757  0.001
H16 -3.0084 0.7385 6.8116  0.000
H17 -2.8014 -1.1380 5.1840  0.000
H18 -2.0116 -0.6217 2.8705  0.003
C19 -2.1284 1.7318 0.1843  0.182
H19 -2.2249 2.7627 -0.1749  0.019
H20 -2.9762 1.4790 0.8275  0.011
C20 0.2055 -2.3890 0.7995  0.037
C21 0.5646 -3.2679 -0.3992  0.012
As1 -0.9574 -3.8791 -1.5593  -0.001
C22 -0.6474 -2.6861 -3.0786  0.005
C23 0.5925 -2.6015 -3.7006  0.000
C24 0.7724 -1.7966 -4.8099  0.001
C25 -0.2786 -1.0348 -5.2913  0.000
C26 -1.5180 -1.1038 -4.6767  0.002
C27 -1.7023 -1.9395 -3.5873  0.005
C28 -0.0438 -5.4658 -2.2624  -0.001
C29 0.1577 -5.6844 -3.6197  0.000
C30 0.7774 -6.8381 -4.0645  0.000
C31 1.1739 -7.8069 -3.1602  0.000
C32 0.9314 -7.6260 -1.8086  0.000
C33 0.3226 -6.4660 -1.3678  0.000
P1 -0.1862 -0.6095 0.4250  0.151
C34 1.1805 -0.2387 -0.7459  0.035
C35 1.0592 0.0023 -2.1113  0.012
C36 2.1849 0.2915 -2.8664  0.002
C37 3.4401 0.3228 -2.2851  0.010
C38 3.5730 0.0791 -0.9261  0.001
C39 2.4507 -0.1765 -0.1605  0.016
C40 -1.7484 -0.6152 -0.4701  0.236
C41 -2.7345 -1.5568 -0.2755  0.014
C42 -4.0221 -1.3841 -0.7775  0.288
C43 -4.3464 -0.2182 -1.4962  0.023
C44 -3.4394 0.7734 -1.6632  0.217
C45 -2.1027 0.7481 -1.0016  0.083
H21 1.0572 -2.3689 1.4928  0.001
H22 -0.6472 -2.7973 1.3528  0.001
H23 1.0302 -4.1764 -0.0063  0.002
H24 1.3068 -2.7623 -1.0225  0.001
H25 1.4240 -3.1859 -3.3248  0.000
H26 1.7351 -1.7691 -5.3005  0.000
H27 -0.1346 -0.3945 -6.1490  0.000
H28 -2.3437 -0.5192 -5.0542  0.000
H29 -2.6773 -2.0149 -3.1219  0.002
H30 -0.1667 -4.9419 -4.3387  0.000
H31 0.9466 -6.9794 -5.1221  0.000
H32 1.6567 -8.7067 -3.5082  0.000
H33 1.2121 -8.3911 -1.1008  0.000
H34 0.1209 -6.3349 -0.3087  0.000
H35 0.0989 -0.0526 -2.5961  0.001
H36 2.0765 0.4780 -3.9228  0.000
H37 4.3097 0.5370 -2.8906  0.001
H38 4.5515 0.0963 -0.4644  0.000
H39 2.5599 -0.3491 0.9029  0.001
H40 -2.5228 -2.4738 0.2601  -0.004
H41 -4.7648 -2.1520 -0.6255  0.017
H42 -5.3348 -0.1295 -1.9250  -0.005
H43 -3.6805 1.6565 -2.2375  0.012
H44 -1.3391 1.1130 -1.7009  0.022

Its expectation value of S² is 8.80. The energy comes out at -4631.895897 Ha. The spin multiplicity is 6. Its total charge is +1. Its orbital gap (spin up / spin down) is 5.367 / 7.372 eV.

=====

Record 2
Molecular formula: C45H44BClF7IN4O11P
Method: DFT, the ωB97M-V functional and the def2-TZVPD basis

Each line ends with the Mulliken charge.
Atoms and positions in Å:
C1 4.6321 -0.0080 -1.9219  -1.107
C2 3.9698 -0.8347 -0.6873  -0.157
O1 3.5071 0.0593 0.3557  -0.080
C3 2.0858 0.3141 0.2664  -1.523
C4 1.3653 0.4164 1.7289  0.618
C5 2.1447 1.5670 2.5487  0.542
F1 1.2493 2.3656 3.3645  -0.377
F2 2.7830 2.5383 1.6892  -0.367
C6 3.2839 1.0965 3.5627  0.624
F3 4.0653 -0.0082 3.1937  -0.220
F4 2.6360 0.9549 4.8469  -0.306
C7 4.3697 2.2862 3.8512  0.577
F5 3.7685 3.5123 4.1816  -0.214
F6 5.3756 2.3627 2.8738  -0.202
F7 5.0402 1.8565 5.0509  -0.266
C8 -0.1474 0.8996 1.3335  -0.096
C9 -0.2820 2.3562 0.7306  -0.570
C10 -1.1986 2.3547 -0.6172  0.046
O2 -1.0682 1.5333 -1.5460  -0.533
I1 -2.7209 3.9055 -0.8588  0.005
C11 -1.2150 0.5390 2.5186  -0.449
B1 -2.6900 1.1727 2.3300  1.370
N1 -3.3815 1.9342 3.4455  -0.583
O3 -3.4592 1.0207 1.1187  -0.783
N2 -1.1011 -0.9466 2.5997  0.660
P1 -2.4776 -1.8640 3.1336  -0.447
C12 -2.0210 -3.6809 3.5759  -0.886
C13 -3.7020 -2.1635 1.6694  0.056
C14 -4.4953 -3.5536 1.7941  -1.139
C15 0.1751 -1.1782 3.2430  -1.303
N3 0.3182 -1.6712 4.4885  0.230
Cl1 1.8330 -2.0301 5.2185  0.041
N4 1.3891 -0.8646 2.4904  1.055
C16 1.6725 -2.0740 1.7055  0.617
C17 0.6520 -2.7486 0.7093  0.123
C18 0.9642 -4.0039 -0.1324  -0.841
C19 2.3483 -4.6895 -0.0269  -0.161
C20 3.3802 -4.0908 0.9693  -0.747
C21 3.0567 -2.8141 1.8219  -0.484
H1 5.4222 0.7473 -1.5467  0.263
H2 3.8251 0.5008 -2.5468  0.270
H3 5.1735 -0.8101 -2.5534  0.369
H4 4.8521 -1.4307 -0.2312  0.274
H5 3.2104 -1.6161 -1.0277  0.195
H6 1.5294 -0.4263 -0.4298  0.319
H7 2.0053 1.3141 -0.3146  0.698
H8 -0.4368 0.1658 0.4825  0.384
H9 0.7019 2.8470 0.3707  0.428
H10 -0.7323 3.1520 1.4421  0.609
H11 -0.7912 0.9598 3.5138  -0.253
H12 -3.8989 1.2180 3.9786  0.245
H13 -2.6828 2.4245 4.0201  0.276
H14 -3.9811 1.8300 0.9235  0.255
H15 -2.9576 -4.2108 3.9981  0.376
H16 -1.2241 -3.7646 4.3826  0.391
H17 -1.6646 -4.2796 2.6716  0.214
H18 -3.0246 -2.2565 0.7350  0.125
H19 -4.4784 -1.3347 1.5828  0.320
H20 -5.3945 -3.6380 1.0996  0.342
H21 -4.8625 -3.6295 2.8905  0.296
H22 -3.8392 -4.4870 1.6386  0.267
H23 -0.5073 -1.8785 5.0883  0.375
H24 -0.3872 -2.2730 0.5490  0.165
H25 0.1481 -4.3959 -0.8435  0.251
H26 2.5444 -5.6029 -0.6964  0.194
H27 4.3838 -4.6243 1.0547  0.348
H28 3.8582 -2.4322 2.5339  0.304
C22 -1.9364 -5.3619 -4.0305  -0.425
C23 -3.1918 -5.0848 -4.3858  -0.416
C24 -3.7415 -3.7182 -4.2568  0.314
O4 -4.8861 -3.4649 -4.5782  -0.541
C25 -2.8455 -2.6709 -3.7205  -0.447
C26 -1.5904 -2.9483 -3.3654  -0.278
C27 -1.0411 -4.3149 -3.4945  0.395
O5 0.1064 -4.5681 -3.1716  -0.490
H29 -1.5177 -6.3568 -4.1174  0.460
H30 -3.8605 -5.8396 -4.7807  0.413
H31 -3.2639 -1.6758 -3.6334  0.474
H32 -0.9213 -2.1933 -2.9703  0.573
C28 4.3718 -7.8454 -4.6839  -0.318
C29 3.3320 -7.2888 -4.0612  -0.386
C30 2.9972 -7.6396 -2.6653  0.480
O6 2.0452 -7.1320 -2.0966  -0.624
C31 3.8591 -8.6293 -1.9851  -0.340
C32 4.8990 -9.1862 -2.6072  -0.358
C33 5.2344 -8.8354 -4.0040  0.295
O7 6.1830 -9.3408 -4.5712  -0.529
H33 4.6313 -7.6008 -5.7064  0.414
H34 2.6907 -6.5617 -4.5441  0.474
H35 3.5993 -8.8737 -0.9625  0.429
H36 5.5399 -9.9132 -2.1239  0.413
C34 -1.7398 6.8614 -5.5564  -0.419
C35 -2.6004 7.0743 -4.5601  -0.385
C36 -2.1309 7.3138 -3.1793  0.364
O8 -2.9171 7.5063 -2.2677  -0.516
C37 -0.6712 7.3099 -2.9455  -0.130
C38 0.1897 7.0972 -3.9415  -0.438
C39 -0.2798 6.8576 -5.3228  0.327
O9 0.5044 6.6654 -6.2316  -0.543
H37 -2.0662 6.6837 -6.5734  0.410
H38 -3.6724 7.0811 -4.7143  0.431
H39 -0.3448 7.4878 -1.9282  0.478
H40 1.2617 7.0904 -3.7872  0.426
C40 -3.3843 9.6979 3.3368  -0.388
C41 -3.4813 8.4286 3.7348  -0.397
C42 -3.3654 7.3125 2.7724  0.273
O10 -3.4556 6.1525 3.1345  -0.524
C43 -3.1364 7.6572 1.3536  -0.073
C44 -3.0392 8.9258 0.9549  -0.206
C45 -3.1551 10.0425 1.9170  0.223
O11 -3.0647 11.1998 1.5551  -0.534
H41 -3.4674 10.5277 4.0275  0.411
H42 -3.6482 8.1590 4.7703  0.419
H43 -3.0533 6.8276 0.6630  0.296
H44 -2.8723 9.1944 -0.0810  0.487

The energy comes out at -4610.328399 Ha. The spin multiplicity is 1. Its total charge is +1. Its orbital gap is 7.167 eV.